[1]
Computed, not measured: 2 unconnected molecules or ions with the total composition Cl3H2NP in a non-equilibrium geometry, with ωB97M-V with the def2-TZVPD basis set.

Summary:
Energy above the lowest of the compared OMol25 structures with the same formula, charge and spin in eV: 4.0711
HOMO-LUMO gap (alpha / beta) in eV: 7.775 / 7.772
F_max in eV/Å: 6.03

```
! RIJCOSX wB97M-V def2-TZVPD def2/J DEFGRID3
* xyz 1 1
N -0.974 -0.416 1.485
P 0.172 0.213 -0.837
Cl 1.207 -1.350 -1.587
Cl -1.035 0.861 -2.262
Cl 1.531 1.528 -0.218
H -0.549 0.345 1.810
H -0.351 -1.180 1.608
*
```

Electronic structure analysis, natural (NBO) charges in units of e: -0.481 1.017 -0.082 -0.037 -0.079 0.319 0.343



[2]
Computed, not measured: Cl3H3Si2 in the gas phase in a non-equilibrium geometry, with ωB97M-V with the def2-TZVPD basis set.

Summary:
Energy above the lowest of the compared OMol25 structures with the same formula, charge and spin in eV: 2.3079
SMILES: Cl[SiH2][SiH](Cl)Cl
HOMO-LUMO gap in eV: 8.047
F_max in eV/Å: 2.45

```
! RIJCOSX wB97M-V def2-TZVPD def2/J DEFGRID3
* xyz 0 1
Si -0.295 -0.450 -1.264
Si -0.424 0.441 1.305
Cl 1.562 0.817 1.146
Cl -0.238 -0.525 3.108
Cl -0.459 -0.540 -3.337
H 1.026 0.375 -1.341
H -0.228 -1.890 -1.292
H -0.944 1.773 1.674
*
```

Electronic structure analysis, natural (NBO) charges in units of e: 0.716 0.844 -0.380 -0.356 -0.385 -0.127 -0.162 -0.150



[3]
Computed, not measured: a molecular structure, Cl3H3Si2 in a non-equilibrium geometry, with ωB97M-V with the def2-TZVPD basis set.

Summary:
Energy above the lowest of the compared OMol25 structures with the same formula, charge and spin in eV: 1.7983
HOMO-LUMO gap in eV: 9.043
F_max in eV/Å: 3.92

```
! RIJCOSX wB97M-V def2-TZVPD def2/J DEFGRID3
* xyz 0 1
Si 0.510 -0.671 -1.011
Si -0.756 0.415 0.649
Cl 2.689 0.827 -0.471
Cl 0.269 0.172 2.274
Cl -2.692 -0.114 0.977
H 0.175 -0.631 -2.421
H 0.832 -2.015 -0.586
H -1.026 2.016 0.587
*
```

Electronic structure analysis, natural (NBO) charges in units of e: 0.786 0.790 -0.507 -0.317 -0.355 -0.140 -0.145 -0.113